C20H36O18 | wB97M-V/def2-TZVPD

- Spin multiplicity: 2
- E: -2138.0256 Eh
- HOMO-LUMO gap (alpha / beta): 1.875 / 10.496 eV
- Charge: -1

CARTESIAN COORDINATES (ANGSTROEM)
C: 29.08 20.99 -29.91
C: 30.48 21.11 -30.65
C: 30.88 22.53 -30.92
O: 32.27 22.48 -30.67
C: 32.54 21.46 -29.84
O: 33.51 21.33 -29.12
O: 31.51 20.64 -29.81
H: 29.06 21.61 -29.01
H: 28.75 19.97 -29.70
H: 28.37 21.45 -30.60
H: 30.57 20.56 -31.58
H: 30.36 23.32 -30.39
H: 30.59 22.74 -31.95
C: 28.39 12.79 -27.23
C: 27.10 13.59 -27.55
C: 26.73 14.55 -26.48
O: 26.63 15.74 -27.24
C: 27.03 15.64 -28.47
O: 27.12 16.51 -29.32
O: 27.39 14.40 -28.70
H: 28.13 12.20 -26.35
H: 29.19 13.46 -26.93
H: 28.73 12.16 -28.06
H: 26.22 12.99 -27.75
H: 27.55 14.57 -25.75
H: 25.88 14.14 -25.93
C: 27.85 18.39 -32.40
C: 28.25 17.03 -32.87
C: 28.94 16.85 -34.15
O: 30.09 16.01 -33.90
C: 30.20 15.79 -32.60
O: 31.09 15.23 -32.04
O: 29.15 16.51 -31.96
H: 28.73 18.99 -32.15
H: 27.16 18.37 -31.55
H: 27.35 18.96 -33.19
H: 27.35 16.42 -32.86
H: 29.22 17.80 -34.60
H: 28.16 16.40 -34.78
C: 23.59 17.03 -29.73
C: 23.60 16.10 -30.99
C: 22.44 16.23 -31.89
O: 23.04 16.40 -33.17
C: 24.38 16.67 -33.05
O: 25.21 16.91 -33.94
O: 24.70 16.58 -31.74
H: 22.71 16.77 -29.14
H: 23.56 18.11 -29.89
H: 24.49 16.96 -29.12
H: 23.77 15.06 -30.71
H: 21.78 17.07 -31.66
H: 21.81 15.34 -31.81
C: 32.19 16.96 -29.07
C: 30.93 16.48 -28.34
C: 31.12 16.26 -26.87
O: 30.31 17.22 -26.28
C: 29.53 17.81 -27.24
O: 28.70 18.67 -27.05
O: 29.97 17.49 -28.43
H: 32.47 18.00 -28.91
H: 32.10 16.78 -30.14
H: 33.00 16.30 -28.77
H: 30.58 15.54 -28.75
H: 32.14 16.48 -26.54
H: 30.68 15.32 -26.56
O: 25.13 21.22 -30.83
H: 25.25 20.51 -30.21
H: 25.59 21.96 -30.44
O: 26.11 19.12 -28.91
H: 26.87 19.57 -28.53
H: 26.36 18.19 -28.91
O: 24.19 20.54 -27.67
H: 23.64 19.81 -27.38
H: 24.92 20.13 -28.13